ORCA calculation (ωB97M-V with the def2-TZVPD basis set) on a structure of composition C44H53AgBN7S.

The geometry in XYZ format:
```
107
Properties=species:S:1:pos:R:3
Ag -0.66 0.33 2.36
C -2.30 -3.11 -2.71
C -3.20 -3.26 -1.41
C -2.98 -2.07 -0.58
C -3.79 -0.95 -0.42
C -5.06 -0.56 -1.21
C -4.81 0.28 -2.47
C -3.09 0.00 0.43
C -3.43 1.41 0.53
C -2.66 2.29 1.20
C -2.86 3.80 1.00
C -3.99 4.49 0.29
C -5.34 4.35 0.96
C -1.88 4.47 1.79
C -1.17 3.39 2.49
C 0.07 3.59 3.09
C 1.21 2.72 3.34
N 1.09 1.41 2.92
C 2.35 0.84 3.20
C 2.77 -0.53 2.92
C 2.00 -1.52 2.35
N 0.59 -1.43 2.02
C 0.40 -2.44 1.25
C -0.74 -2.68 0.45
C -1.84 -1.77 0.34
N -1.94 -0.50 0.84
C 1.56 -3.20 1.02
C 2.53 -2.77 1.73
C 3.96 -3.22 1.79
C 4.09 -4.17 3.01
C 1.59 -4.41 -0.05
C 1.93 -3.92 -1.43
C 3.26 1.82 3.76
C 2.53 3.02 3.75
C 2.98 4.43 4.01
C 3.14 5.26 2.76
C 4.72 1.74 4.18
C 5.76 1.96 3.17
N -1.67 2.19 2.12
C -1.52 5.93 1.84
C -0.65 6.44 0.76
H -2.43 -3.90 -3.40
H -2.57 -2.08 -3.07
H -1.30 -3.00 -2.46
H -4.30 -3.34 -1.59
H -2.98 -4.12 -0.73
H -5.49 -1.52 -1.53
H -5.85 -0.09 -0.53
H -4.45 -0.28 -3.37
H -5.65 0.95 -2.61
H -4.04 1.02 -2.24
H -4.42 1.86 0.10
H -3.72 5.54 0.09
H -4.26 4.13 -0.65
H -5.44 5.14 1.69
H -6.12 4.69 0.19
H -5.49 3.30 1.30
H 0.22 4.68 3.31
H 3.86 -0.70 3.10
H -0.73 -3.71 -0.06
H 4.48 -3.57 0.92
H 4.39 -2.29 2.14
H 3.53 -5.09 2.87
H 5.18 -4.46 3.08
H 3.80 -3.68 3.92
H 2.44 -5.17 0.09
H 0.77 -5.11 -0.03
H 2.79 -3.28 -1.38
H 2.00 -4.66 -2.22
H 1.13 -3.31 -1.79
H 2.48 5.07 4.72
H 3.98 4.56 4.39
H 2.06 5.35 2.45
H 3.47 6.30 2.82
H 3.59 4.71 1.88
H 4.66 2.32 5.11
H 4.76 0.74 4.58
H 5.77 2.96 2.72
H 6.73 1.76 3.67
H 5.50 1.29 2.39
H -2.28 6.58 2.14
H -0.81 5.93 2.74
H -1.24 6.41 -0.14
H -0.44 7.62 0.84
H 0.27 5.83 0.59
B -1.05 -7.04 -5.65
C -0.05 -7.26 -4.42
N 0.75 -7.45 -3.58
H -0.62 -7.81 -6.56
H -2.19 -7.41 -5.41
H -0.96 -5.87 -6.01
N -0.02 1.32 -1.24
C 0.14 0.53 -2.33
N 1.21 -0.19 -2.53
C 1.01 -1.02 -3.64
C 1.88 -2.00 -4.16
C 1.51 -2.76 -5.28
C 0.28 -2.58 -5.95
C -0.52 -1.56 -5.47
C -0.13 -0.78 -4.39
S -1.10 0.50 -3.66
H 0.69 1.29 -0.52
H -0.93 1.40 -0.87
H 2.71 -2.27 -3.54
H 2.22 -3.46 -5.63
H -0.12 -3.21 -6.70
H -1.54 -1.39 -5.93
```

Values from the calculation:
Kohn-Sham gap (spin up / spin down) (eV): 4.76 / 4.75
M (g/mol): 830.70
Net charge: -2



ORCA calculation (ωB97M-V with the def2-TZVPD basis set) on a structure of composition C12H19CeN.

The geometry in XYZ format:
```
33
Properties=species:S:1:pos:R:3
C 1.62 -2.56 -0.96
C 2.41 -2.17 0.18
C 2.82 -0.81 -0.01
C 2.28 -0.35 -1.27
C 1.54 -1.44 -1.85
Ce 0.19 -0.70 0.37
C 0.66 -1.21 2.96
C 0.11 -2.22 2.28
C -0.39 -3.44 2.02
N -1.25 -1.72 -0.36
H 3.45 -0.23 0.67
H 2.65 -2.80 1.03
H 2.43 0.64 -1.70
H 1.04 -1.43 -2.82
H 1.18 -3.55 -1.11
H 1.76 -1.06 2.98
H -2.01 -2.15 -0.91
H 0.08 -0.52 3.59
H -0.38 -4.24 2.77
H -0.87 -3.68 1.07
C -2.20 3.09 -1.73
C -1.04 2.73 -0.80
C -1.17 3.47 0.53
C -0.99 1.23 -0.63
H -3.15 2.73 -1.33
H -2.07 2.63 -2.72
H -2.28 4.17 -1.87
H -0.10 3.05 -1.28
H -2.00 3.09 1.13
H -0.25 3.37 1.13
H -1.34 4.54 0.36
H -0.83 0.71 -1.60
H -1.89 0.82 -0.13
```

Values from the calculation:
Kohn-Sham gap (spin up / spin down) (eV): 5.84 / 5.84
M (g/mol): 317.41
Energy above the lowest of the compared OMol25 structures with the same formula, charge and spin (kJ/mol): 4.2
Net charge: 0



ORCA calculation (ωB97M-V with the def2-TZVPD basis set) on the molecule C4H13NSi2.

The geometry in XYZ format:
```
20
Properties=species:S:1:pos:R:3
C 1.32 1.75 -3.04
C 1.09 -0.69 -0.59
C -1.88 -1.29 2.31
C -0.39 0.50 2.14
N -0.68 -0.73 1.71
Si 0.36 0.81 -1.55
Si 0.12 -1.82 0.67
H 2.44 1.84 -2.97
H 1.09 1.38 -3.97
H 1.53 -1.26 -1.35
H 2.04 -0.50 0.03
H -1.76 -1.27 3.45
H -2.90 -0.79 1.97
H -1.82 -2.39 2.16
H 0.85 2.85 -3.07
H 0.35 1.02 1.67
H -0.46 0.73 3.19
H 0.22 1.92 -0.43
H -0.89 0.63 -2.16
H -0.61 -2.69 -0.17
```

Values from the calculation:
Kohn-Sham gap (spin up / spin down) (eV): 6.67 / 7.50
M (g/mol): 131.33
Energy above the lowest of the compared OMol25 structures with the same formula, charge and spin (kJ/mol): 399.9
Net charge: 0



ORCA calculation (ωB97M-V with the def2-TZVPD basis set) on a cluster of 2 separate species, C4H8N2O in total.

The geometry in XYZ format:
```
15
Properties=species:S:1:pos:R:3
C -0.21 -0.96 -2.32
C -0.49 0.05 -1.29
C -1.59 0.69 -0.74
N -1.08 1.58 0.13
C 0.27 1.55 0.11
N 0.66 0.65 -0.78
H -1.14 -1.36 -2.74
H 0.37 -0.52 -3.13
H 0.49 -1.75 -2.02
H -2.63 0.42 -0.84
H -1.63 2.26 0.62
H 0.91 2.24 0.62
H 2.18 -2.02 4.73
H 2.20 -1.48 3.42
O 1.69 -1.36 4.23
```

Values from the calculation:
SMILES string: Cc1c[nH]cn1.O
Kohn-Sham gap (eV): 9.40
M (g/mol): 100.12
Energy above the lowest of the compared OMol25 structures with the same formula, charge and spin (kJ/mol): 122.5
Net charge: 0



ORCA calculation (ωB97M-V with the def2-TZVPD basis set) on a structure of composition C5H19B2F3NO5SV.

The geometry in XYZ format:
```
37
Properties=species:S:1:pos:R:3
O -0.70 0.59 1.61
V -0.46 0.44 0.06
B -0.53 0.53 -2.16
H -0.27 1.57 -2.24
H 0.21 0.02 -1.56
H -1.50 0.44 -1.68
H -0.73 0.15 -3.15
B -2.17 2.34 -0.05
H -2.79 2.51 -0.92
H -1.10 2.47 -0.06
H -2.59 2.92 0.76
H -2.38 1.31 0.18
C -3.36 -3.31 0.69
F -4.59 -3.60 0.72
F -2.95 -2.93 1.92
F -2.69 -4.39 0.18
S -3.20 -1.77 -0.43
O -3.33 -2.33 -1.79
O -4.32 -0.88 -0.03
O -1.81 -1.25 -0.05
C 3.53 -1.46 1.15
C 2.35 -0.41 1.11
C 2.59 0.82 0.31
O 1.42 1.61 0.20
C 1.79 2.86 -0.32
N 1.21 -1.13 0.54
H 3.69 -1.90 0.17
H 3.35 -2.28 1.84
H 4.40 -0.92 1.52
H 2.03 -0.13 2.11
H 2.88 0.54 -0.70
H 3.49 1.31 0.67
H 2.79 2.83 -0.73
H 1.80 3.60 0.49
H 1.18 3.17 -1.16
H 1.21 -1.94 1.15
H 1.56 -1.40 -0.36
```

Values from the calculation:
Kohn-Sham gap (spin up / spin down) (eV): 7.49 / 7.61
Multiplicity: 2
M (g/mol): 334.84
Energy above the lowest of the compared OMol25 structures with the same formula, charge and spin (kJ/mol): 393.3
Net charge: -1



ORCA calculation (ωB97M-V with the def2-TZVPD basis set) on the molecule C9H12O4S2.

The geometry in XYZ format:
```
27
Properties=species:S:1:pos:R:3
C -2.55 -0.28 -0.93
C -2.18 -0.70 0.38
C -1.68 0.31 -1.76
C -1.06 -0.76 0.99
C 0.90 0.11 2.70
C 2.03 0.11 1.72
C -0.19 0.52 -1.73
C 0.72 -0.16 -0.82
C 0.32 0.15 -3.18
O 0.21 -2.49 2.27
O -1.40 -0.97 3.48
O 0.67 1.95 0.56
O 2.87 1.39 -0.31
S -0.38 -1.19 2.45
S 1.63 0.98 0.18
H -3.58 -0.06 -1.26
H -3.15 -0.95 0.94
H -2.16 0.78 -2.64
H 1.40 0.21 3.66
H 0.25 1.01 2.49
H 2.82 0.62 2.28
H 2.29 -0.91 1.34
H -0.10 1.56 -1.52
H 1.14 -1.09 -0.78
H 0.15 -0.93 -3.37
H 1.40 0.21 -3.25
H -0.35 0.58 -3.88
```

Values from the calculation:
Kohn-Sham gap (spin up / spin down) (eV): 8.09 / 8.01
M (g/mol): 248.33
Energy above the lowest of the compared OMol25 structures with the same formula, charge and spin (kJ/mol): 449.9
Net charge: 0